a:
62
Properties=species:S:1:pos:R:3:lowdin_charge:R:1 method="wB97M-V/def2-TZVPD" e_homo_ev=-10.47 spin_multiplicity=1 total_charge=+1 molar_mass_g_mol=722.8 lumo_ev=-3.73
Pd 0.526 0.917 -0.354 0.5427
C 1.407 -5.644 -2.578 -0.0664
C 0.626 -4.775 -3.331 -0.0689
C 0.341 -3.509 -2.850 -0.0982
C 0.819 -3.111 -1.600 -0.3675
C 1.605 -3.981 -0.850 -0.0741
C 1.897 -5.246 -1.344 -0.0647
P 0.367 -1.460 -1.005 1.0739
C 1.288 -1.317 0.563 -0.4462
C 0.778 -1.663 1.815 -0.0809
C 1.520 -1.413 2.958 -0.0713
C 2.764 -0.798 2.871 -0.0636
C 3.278 -0.444 1.636 -0.0626
C 2.549 -0.701 0.478 -0.1478
C -1.382 -1.531 -0.565 -0.3204
C -2.078 -2.698 -0.387 -0.0598
C -3.467 -2.678 -0.148 -0.0488
C -4.135 -1.489 -0.143 -0.0123
C -3.456 -0.262 -0.350 -0.1677
C -4.166 0.965 -0.419 -0.0325
C -3.510 2.130 -0.680 -0.0669
C -2.100 2.141 -0.822 -0.1208
C -1.383 0.987 -0.729 -0.2322
C -2.051 -0.271 -0.542 -0.1915
H 1.636 -6.630 -2.958 0.1108
H 0.249 -5.082 -4.297 0.1105
H -0.260 -2.828 -3.442 0.1100
H 1.988 -3.680 0.116 0.1022
H 2.506 -5.921 -0.758 0.1107
H -0.199 -2.126 1.887 0.1130
H 1.129 -1.706 3.924 0.1131
H 3.334 -0.599 3.770 0.1135
H 4.253 0.022 1.565 0.1134
H 2.975 -0.472 -0.496 0.1014
H -1.557 -3.646 -0.450 0.1138
H -4.000 -3.608 0.000 0.1133
H -5.210 -1.464 -0.006 0.1209
H -5.241 0.954 -0.285 0.1195
H -4.053 3.063 -0.755 0.1135
H -1.608 3.094 -0.953 0.0563
N -1.914 1.493 2.628 0.2152
C -0.604 1.614 2.902 -0.6533
O 0.269 1.588 2.043 -0.0729
C -0.247 1.766 4.362 -0.5678
I 0.938 3.503 4.661 0.8382
H -2.208 1.377 1.670 0.0790
H -2.608 1.500 3.353 0.1160
H 0.365 0.919 4.660 0.0427
H -1.114 1.843 5.011 0.0445
C 0.709 4.689 -0.160 -0.2746
As 1.159 3.135 -1.227 1.0416
C 0.577 3.637 -3.003 -0.2791
C 3.086 3.306 -1.363 -0.2902
H 1.176 5.581 -0.576 0.0386
H 1.066 4.520 0.855 0.0224
H -0.370 4.827 -0.130 0.0232
H 1.088 4.547 -3.316 0.0378
H -0.498 3.806 -3.007 0.0242
H 0.807 2.828 -3.693 0.0334
H 3.353 4.305 -1.707 0.0361
H 3.466 2.567 -2.066 0.0292
H 3.529 3.130 -0.384 0.0280

---

b:
62
Properties=species:S:1:pos:R:3:lowdin_charge:R:1 method="wB97M-V/def2-TZVPD" e_homo_ev=-10.60 spin_multiplicity=1 total_charge=+1 molar_mass_g_mol=722.8 lumo_ev=-2.96
Pd 0.203 -0.122 0.035 0.5129
C 1.598 -0.091 6.214 -0.0592
C 0.622 0.837 5.879 -0.0580
C 0.010 0.794 4.634 -0.0726
C 0.380 -0.190 3.720 -0.3608
C 1.357 -1.127 4.063 -0.1052
C 1.964 -1.077 5.306 -0.0676
P -0.433 -0.376 2.127 0.9965
C -1.358 1.196 1.869 -0.3533
C -0.642 2.397 1.857 -0.1312
C -1.263 3.587 1.516 -0.0744
C -2.611 3.595 1.182 -0.0752
C -3.333 2.412 1.211 -0.0606
C -2.714 1.218 1.557 -0.0623
C -1.697 -1.636 2.180 -0.3226
C -2.310 -2.179 3.274 -0.0468
C -3.347 -3.116 3.076 -0.0556
C -3.709 -3.493 1.811 -0.0078
C -3.060 -2.965 0.666 -0.1587
C -3.331 -3.403 -0.653 -0.0270
C -2.590 -2.924 -1.694 -0.0685
C -1.577 -1.955 -1.484 -0.1049
C -1.304 -1.476 -0.235 -0.1945
C -2.041 -2.007 0.860 -0.2309
H 2.071 -0.048 7.186 0.1124
H 0.331 1.599 6.590 0.1126
H -0.754 1.517 4.383 0.1071
H 1.639 -1.898 3.354 0.1117
H 2.721 -1.804 5.568 0.1118
H 0.405 2.404 2.134 0.0726
H -0.697 4.510 1.520 0.1091
H -3.101 4.524 0.919 0.1093
H -4.387 2.413 0.966 0.1118
H -3.290 0.302 1.568 0.1110
H -2.011 -1.894 4.276 0.1139
H -3.847 -3.546 3.932 0.1101
H -4.486 -4.236 1.672 0.1201
H -4.109 -4.136 -0.822 0.1174
H -2.779 -3.280 -2.699 0.1074
H -1.021 -1.602 -2.345 0.0709
N -0.406 0.840 -3.796 0.1877
C -0.624 1.609 -2.722 -0.6374
O -0.328 1.275 -1.576 -0.0919
C -1.231 2.965 -2.948 -0.5507
I -3.258 2.780 -3.598 0.8325
H -0.064 -0.098 -3.670 0.1090
H -0.776 1.095 -4.696 0.1053
H -0.699 3.527 -3.711 0.0582
H -1.246 3.502 -2.007 0.0450
C 3.959 -0.143 -0.372 -0.2949
As 2.511 0.973 0.275 1.0412
C 3.162 1.393 2.056 -0.2874
C 2.832 2.639 -0.666 -0.2881
H 4.912 0.367 -0.244 0.0376
H 3.805 -0.365 -1.426 0.0272
H 3.966 -1.076 0.188 0.0287
H 4.118 1.911 1.990 0.0384
H 3.289 0.467 2.616 0.0213
H 2.451 2.019 2.591 0.0130
H 3.788 3.064 -0.365 0.0347
H 2.029 3.339 -0.440 0.0215
H 2.841 2.450 -1.738 0.0284

---

It is b that is most stable; the runner-up trails by 1.002 eV.

---

a:
10
Properties=species:S:1:pos:R:3:lowdin_charge:R:1 method="wB97M-V/def2-TZVPD" e_homo_ev=-9.52 spin_multiplicity=1 total_charge=0 molar_mass_g_mol=98.2 lumo_ev=0.13 smiles=CO.SS
S -0.399 0.478 -1.717 0.2133
S -1.127 1.699 -0.217 0.2224
H 0.316 -0.456 -0.987 -0.2148
H -1.979 0.779 0.249 -0.2105
C 0.998 -1.507 1.910 -0.1483
O 1.973 -2.524 1.652 -0.1088
H 0.827 -0.839 1.048 0.0394
H 1.477 -0.939 2.710 0.0808
H 0.002 -1.822 2.211 0.0746
H 2.225 -2.420 0.748 0.0518

---

b:
10
Properties=species:S:1:pos:R:3:lowdin_charge:R:1 method="wB97M-V/def2-TZVPD" e_homo_ev=-9.30 spin_multiplicity=1 total_charge=0 molar_mass_g_mol=98.2 lumo_ev=0.47 smiles=CSS.O
S -0.473 2.842 -0.229 0.2912
S 0.256 1.446 -1.531 0.3309
C 0.768 0.147 -0.362 -0.5016
H 0.707 3.445 0.029 -0.1898
H 1.384 0.568 0.450 0.0331
H 1.324 -0.681 -0.834 0.0399
H -0.161 -0.258 0.075 0.0016
O -1.297 -2.824 1.039 -0.0872
H -1.649 -1.920 1.202 0.0413
H -0.858 -2.764 0.160 0.0407

---

It is b that is most stable; the runner-up trails by 0.749 eV.

---

a:
22
Properties=species:S:1:pos:R:3:lowdin_charge:R:1 method="wB97M-V/def2-TZVPD" e_homo_ev=-8.48 spin_multiplicity=1 total_charge=0 molar_mass_g_mol=149.2 lumo_ev=0.25 smiles="C[C@]1(NN)C=CC=C[C@H]1C#N"
C 0.407 2.322 0.762 -0.2360
C -1.321 0.129 2.130 -0.1027
C -0.161 -0.785 2.160 -0.0466
C -1.505 1.031 1.191 -0.1173
C 0.801 -0.673 1.246 -0.0448
C -0.418 1.313 0.163 -0.2033
C 0.560 -0.112 -0.080 -0.4239
C -0.430 -1.030 -0.979 0.0196
N 1.167 3.092 1.114 0.1802
N 1.788 0.780 -1.984 0.0385
N 1.801 0.265 -0.672 -0.0991
H -2.045 0.110 3.044 0.1383
H 0.057 -1.242 3.013 0.0575
H -2.339 1.760 1.463 0.1341
H 1.705 -1.126 1.480 0.1014
H -1.004 1.534 -0.757 0.1486
H -1.435 -0.943 -0.456 0.1055
H -0.005 -2.031 -0.808 0.0873
H -0.272 -0.781 -1.991 0.0371
H 0.983 0.431 -2.506 0.0660
H 1.612 1.732 -1.835 0.0440
H 2.292 0.838 0.009 0.1157

---

b:
22
Properties=species:S:1:pos:R:3:lowdin_charge:R:1 method="wB97M-V/def2-TZVPD" e_homo_ev=-8.19 spin_multiplicity=1 total_charge=0 molar_mass_g_mol=149.2 lumo_ev=-0.11 smiles="CN/N=N/c1ccc(C)cc1"
C 4.480 -0.568 0.403 -0.1768
C 0.120 0.523 -0.176 -0.3697
C -0.248 -0.765 -0.364 -0.0489
C -1.575 -1.238 -0.046 0.0019
C -2.514 -0.188 0.132 -0.2616
C -4.137 -0.397 -0.011 -0.0422
C -2.189 1.112 0.186 -0.1314
C -0.882 1.507 0.146 -0.0139
H 4.275 -1.490 -0.240 0.0907
H 5.438 -0.264 -0.028 0.0611
H 4.397 -0.572 1.502 0.0729
H 3.948 1.407 -0.799 0.2351
H 0.620 -1.398 -0.478 0.0945
H -1.762 -2.278 -0.243 0.0969
H -4.525 -0.481 1.068 0.0860
H -4.599 0.562 -0.307 0.0514
H -4.312 -1.261 -0.698 0.0717
H -2.955 2.005 0.105 0.1531
H -0.748 2.554 0.381 0.1021
N 3.563 0.318 -0.313 -0.2052
N 2.208 0.046 0.287 0.0820
N 1.400 0.868 -0.507 0.0505

---

c:
22
Properties=species:S:1:pos:R:3:lowdin_charge:R:1 method="wB97M-V/def2-TZVPD" e_homo_ev="-8.66 / -8.66" spin_multiplicity=1 total_charge=0 molar_mass_g_mol=149.2 lumo_ev="-0.84 / -0.84"
C 3.297 -0.601 -0.195 -0.4557
C -1.181 -0.404 -0.574 -0.0304
C -0.408 -1.418 -0.040 -0.2405
C -0.674 0.942 -0.661 -0.2397
C 0.801 -1.065 0.691 0.0444
C 1.234 0.316 0.631 -0.3658
C -0.891 -2.866 0.110 -0.0264
C 0.607 2.780 0.169 -0.0526
N 4.373 -1.027 -0.220 0.1233
N 2.138 -0.198 -0.385 0.1341
N 0.285 1.357 0.362 -0.1524
H -2.151 -0.787 -1.069 0.1486
H -0.164 1.004 -1.766 0.1747
H -1.546 1.740 -0.667 0.1556
H 1.032 -1.767 1.539 0.1656
H 1.852 0.620 1.570 0.1824
H -1.326 -2.988 1.004 0.0386
H 0.042 -3.399 0.173 0.0790
H -1.485 -3.104 -0.738 0.0748
H 1.632 3.056 0.295 0.0760
H 0.261 2.989 -0.913 0.1034
H 0.048 3.345 0.864 0.0631

---

It is a that is most stable; the runner-up trails by 0.832 eV.

---

a:
6
Properties=species:S:1:pos:R:3:lowdin_charge:R:1 method="wB97M-V/def2-TZVPD" e_homo_ev=-10.38 spin_multiplicity=1 total_charge=0 molar_mass_g_mol=45.0 lumo_ev=0.97 smiles="NC=O"
C -0.096 -0.049 -0.385 -0.3978
H 0.589 -0.478 1.458 0.0671
H -0.048 -1.582 0.714 0.0742
H -0.113 -0.585 -1.228 0.0812
N 0.554 -0.824 0.550 0.1128
O -0.467 1.088 -0.310 0.0625

---

b:
6
Properties=species:S:1:pos:R:3:lowdin_charge:R:1 method="wB97M-V/def2-TZVPD" e_homo_ev=-9.99 spin_multiplicity=1 total_charge=0 molar_mass_g_mol=45.0 lumo_ev=0.98
C -0.118 -0.172 -0.384 -0.4072
N 1.005 -0.350 0.212 0.0857
O -1.294 0.301 0.076 0.0528
H -0.257 -0.194 -1.485 0.1301
H 1.355 0.402 0.719 0.0296
H -0.690 0.014 0.862 0.1090

---

It is a that is most stable; the runner-up trails by 2.266 eV.

---

a:
16
Properties=species:S:1:pos:R:3:lowdin_charge:R:1 method="wB97M-V/def2-TZVPD" e_homo_ev=-8.26 spin_multiplicity=1 total_charge=0 molar_mass_g_mol=120.1 lumo_ev=0.95
C -0.049 -1.429 0.195 -0.2049
C 0.228 0.922 0.848 -0.1967
C -0.800 -0.123 0.361 -0.4307
C -1.740 0.317 -0.849 -0.0559
O 2.971 0.550 0.726 -0.1723
O 1.226 -1.118 -0.368 -0.2534
P 1.606 0.367 -0.054 0.6687
H 0.154 -2.163 0.993 0.1361
H -0.556 -1.913 -0.596 0.1029
H -0.182 1.920 0.580 0.0483
H 2.570 0.843 1.524 0.0231
H -1.553 -0.266 1.099 0.1093
H -1.531 0.222 -1.854 0.0420
H -1.943 1.385 -0.671 0.0719
H -2.760 -0.003 -0.720 0.0620
H 2.359 0.490 -1.213 0.0497

---

b:
16
Properties=species:S:1:pos:R:3:lowdin_charge:R:1 method="wB97M-V/def2-TZVPD" e_homo_ev=-8.71 spin_multiplicity=1 total_charge=0 molar_mass_g_mol=120.1 lumo_ev=0.13
C 1.049 0.585 -0.363 -0.6229
C 1.648 1.598 -1.265 -0.0326
C -2.362 -1.342 -0.840 -0.1832
C 0.291 1.018 0.751 -0.1382
O 1.319 -0.625 -0.405 0.0016
O -2.510 -0.302 -0.004 -0.5402
P -1.913 1.177 -0.167 0.9605
H 1.484 2.580 -0.864 0.0628
H 2.688 1.451 -1.366 0.0698
H 1.256 1.684 -2.322 0.1100
H -1.261 -1.357 -0.883 0.0864
H -2.790 -1.059 -1.855 0.1092
H -2.793 -2.182 -0.565 0.0363
H 0.180 0.163 1.419 0.0810
H 0.426 2.030 1.078 0.0534
H -2.297 1.675 1.187 -0.0538

---

It is a that is most stable; the runner-up trails by 0.771 eV.

---

a:
9
Properties=species:S:1:pos:R:3:lowdin_charge:R:1 method="wB97M-V/def2-TZVPD" e_homo_ev="-8.72 / -8.06" spin_multiplicity=1 total_charge=0 molar_mass_g_mol=113.6 lumo_ev="-0.49 / -0.11"
C 1.804 1.393 -0.328 -0.5108
N -1.489 -1.829 0.466 -0.2753
O -0.774 0.088 -1.260 -0.5733
S -1.109 -0.159 0.145 0.8247
Cl 0.977 2.879 -0.515 0.5213
H 1.327 0.817 0.470 -0.0561
H 2.891 1.398 -0.161 0.0101
H -1.887 -2.518 -0.201 0.0623
H -1.740 -2.069 1.385 -0.0030

---

b:
9
Properties=species:S:1:pos:R:3:lowdin_charge:R:1 method="wB97M-V/def2-TZVPD" e_homo_ev=-10.12 spin_multiplicity=1 total_charge=0 molar_mass_g_mol=113.6 lumo_ev=0.33
C 0.648 0.023 0.878 -0.1464
N -0.230 0.762 0.003 -0.3638
O -1.694 -1.210 -0.261 -0.5040
S -1.349 -0.006 -0.955 0.6035
Cl -0.099 -0.649 -2.602 0.0870
H 0.123 -0.889 1.158 0.0701
H 1.588 -0.244 0.387 0.0819
H 0.858 0.603 1.775 0.0839
H 0.156 1.611 -0.382 0.0878

---

It is b that is most stable; the runner-up trails by 3.108 eV.